ORCA calculation (ωB97M-V/def2-TZVPD) on the molecule C5H7NO2 at a distorted geometry.

highest occupied orbital energy	-9.69	eV
net charge	0
LUMO level	0.033	Ha
SMILES	[H]/N=C\O[C@@]1(C)OC1=C
energy relative to the best compared isomer or geometry (same formula, charge and spin)	258.9	kJ/mol
gap between HOMO and LUMO	0.3893	Ha

Each line ends with the Mulliken charge.
Element x y z (Å)
H -0.60430 0.66660 -1.94312  0.2493
H 0.39904 2.09506 -1.67047  0.3120
C 1.17559 -1.79081 0.68607  -0.8332
H -2.19695 1.00727 1.85131  0.3851
N -2.12176 -0.52836 0.54721  -0.5555
C -1.64352 0.48823 1.07689  0.1592
C 0.34017 1.01704 -1.52987  -1.0666
H 0.41986 -2.50125 0.40349  0.2285
C 1.01217 -0.51017 0.46786  0.0824
H -1.55288 -1.00723 -0.14479  0.2671
C 0.39899 0.70836 -0.05641  0.9818
H 2.09957 -2.17113 1.08574  0.2563
H 1.16935 0.53809 -2.04393  0.3746
O 1.68582 0.66446 0.56252  -0.4828
O -0.58116 1.32383 0.70751  -0.3581

Forces on atoms 1 to 2 (eV/Å):
-0.02 -0.02 0.01
0.00 0.07 -0.05

ORCA calculation (ωB97M-V/def2-TZVPD) on a structure of composition C20H19ErF10N6O4S4 at a distorted geometry.

highest occupied orbital energy (spin up / spin down)	-7.17 / -7.18	eV
net charge	0
multiplicity	4
LUMO level (spin up / spin down)	-0.034 / -0.035	Ha
energy relative to the best compared isomer or geometry (same formula, charge and spin)	54.6	kJ/mol
gap between HOMO and LUMO (spin up / spin down)	0.2292 / 0.2292	Ha

Each line ends with the Mulliken charge.
Element x y z (Å)
C -1.62170 -0.62942 2.85694  0.1360
H 2.23090 -1.08351 -2.55478  0.2001
C 1.04613 3.88564 1.85723  0.4912
C -0.79662 -0.97665 5.38121  0.1288
C 2.36263 -1.82050 -1.76337  -1.2062
Er -0.28380 -0.24557 -0.12123  0.9621
H -0.85384 1.58528 -5.20022  0.5073
S -2.31912 2.44820 -0.15713  0.9855
F 1.36968 -1.48963 4.66178  -0.3477
C -2.50202 -0.41168 3.87913  0.0564
C 1.07325 3.40824 -3.10601  -1.1915
F -0.33407 -1.15325 6.62937  -0.3269
C -2.85916 3.46794 -1.60330  0.5169
O 0.70460 1.51535 0.76271  -0.2351
F 1.57903 3.53657 3.01591  -0.1939
C -2.10920 -0.59760 5.19163  -0.6727
S -1.32827 -2.86231 -0.12110  -0.5183
N 0.44479 -1.18711 1.86396  0.5486
F 0.41100 5.03916 1.97028  -0.1960
N -0.53289 -1.21283 -2.42128  0.9873
H 2.51249 -1.02433 2.35016  0.4163
F -2.02915 -0.36463 1.56746  -0.4008
H -0.68343 -6.23682 -0.28312  0.2518
H 0.23916 3.82567 -5.03931  0.4324
O -0.81337 2.15866 2.59641  -0.5308
H 1.67502 -2.64545 -1.93573  0.2952
C 0.09357 -1.17815 4.34196  0.4677
F 2.00707 3.99789 0.94241  -0.1855
S -0.14609 2.55734 1.40004  0.7989
C 3.09527 -0.14753 -0.23125  -1.2240
C -1.03026 -3.30343 -1.73753  0.6227
N 0.57268 1.25984 -2.18000  0.4644
H 4.09330 -0.59051 -0.12180  0.3554
C -1.55698 -5.92138 -0.84897  -0.8139
H 1.82002 -2.60982 2.61922  0.5485
N 2.09258 -1.19874 -0.46019  1.0094
C -0.28379 -1.01860 2.99830  0.3429
S -1.09141 -4.97098 -2.30330  -0.0791
N -0.78443 -2.52206 -2.76333  -1.5467
C -0.66882 -0.39722 -3.39302  -1.3012
F -1.83989 4.08210 -2.18546  -0.1503
H -1.09147 -0.73471 -4.33558  0.3983
H 1.70370 2.65576 -1.19401  0.5500
F -3.43996 2.64749 -2.47273  -0.2119
H 3.10814 0.53282 -1.08261  0.3655
H 3.24003 -2.60300 0.63652  0.4025
C 1.78160 -1.74253 1.95558  -0.7827
H 2.86488 0.42004 0.66651  0.2367
H 1.57334 4.35953 -2.98750  0.4696
H -2.09615 -6.79632 -1.20917  0.3723
C 2.20608 -2.23399 0.59056  -1.3941
N -1.04455 3.26815 0.31957  -0.4416
C -0.27794 1.86739 -4.32826  -0.9497
H -2.78468 -0.44155 6.01916  0.5063
F -3.73316 4.36379 -1.17538  -0.1882
O -3.41975 2.38806 0.74162  -0.5709
F -3.74703 -0.01466 3.58633  -0.3014
H 1.55353 -3.05765 0.30041  0.3656
H -2.21094 -5.33508 -0.20882  0.3038
C 1.14690 2.45791 -2.10080  -0.1057
C -0.13073 0.96704 -3.28477  1.2313
C 0.33694 3.10565 -4.23701  -0.5091
O -1.88559 1.15693 -0.75980  -0.5679
H 3.39197 -2.19922 -1.79453  0.4158

Forces on atoms 1 to 2 (eV/Å):
-0.04 0.06 0.11
0.02 -0.01 -0.01

ORCA calculation (ωB97M-V/def2-TZVPD) on a structure of composition C29H46P2SeTc at a distorted geometry.

highest occupied orbital energy (spin up / spin down)	-13.06 / -13.13	eV
net charge	+2
multiplicity	4
LUMO level (spin up / spin down)	-0.302 / -0.306	Ha
energy relative to the best compared isomer or geometry (same formula, charge and spin)	223.2	kJ/mol
gap between HOMO and LUMO (spin up / spin down)	0.1780 / 0.1768	Ha

Each line ends with the Mulliken charge.
Element x y z (Å)
C -4.31024 -1.54527 1.85697  -0.5381
C -0.52927 -1.72372 3.10994  -0.8139
P 1.50564 2.26239 -0.65873  0.8148
H 1.28518 0.42788 -2.05338  -0.6139
H -0.20247 4.86194 2.43661  0.4357
H -4.59193 -1.40005 2.90190  0.4530
C -0.07311 1.34979 -3.38856  0.0501
C -3.75547 -1.70006 -0.89482  -0.2399
C 2.04938 0.16552 -4.05770  -1.2908
C -0.41807 3.86708 2.84293  -1.3409
Se -2.27922 0.48902 2.41862  -0.1244
H -2.27677 -1.36494 4.34950  0.2207
C 0.26630 -1.86854 -4.02227  -0.2484
H -5.79322 -3.08408 1.48918  0.4077
H -5.12061 -3.40040 -0.90565  0.4163
C -1.03757 -1.54240 -3.97021  -0.3236
C 2.88989 -0.76900 1.95231  -1.5009
H 3.88870 3.16259 -0.59593  0.4659
H -1.84963 -3.92737 2.40531  0.3157
C -0.80090 0.92928 -4.65148  -1.1733
H -0.86883 -2.09080 5.17788  0.4837
C -4.63641 -2.61643 -0.29477  -0.7268
H -0.06415 0.64800 -5.40832  0.3723
H 1.64756 0.61446 4.44059  0.1976
H 2.24199 0.84655 -4.91018  0.3254
H -1.47410 3.66378 2.65779  0.4276
H 3.35763 -1.42598 2.68926  0.3657
C 1.72337 3.65121 -1.92087  -1.5526
C 1.08732 -2.52443 -0.15322  -2.0999
H 2.02197 -2.06470 -0.51203  0.3454
H 2.19706 3.14328 3.74042  0.5095
H -2.09342 -3.27004 0.76740  0.0702
H 3.01573 -0.01564 -3.55181  0.3055
H 1.26328 -3.60873 -0.04828  0.4776
H 2.41496 4.41657 -1.51193  0.5806
C -3.07481 -0.76798 -0.10526  -0.4516
H 1.97691 -1.09443 4.82418  0.3579
P 0.59081 2.57157 2.07816  1.1122
H 3.15263 0.25168 2.22942  0.0996
H 0.53377 -2.86891 -3.62237  0.4041
C -1.43148 -2.06299 4.23643  -1.3621
C 3.40653 2.18259 -0.42549  -1.1831
C 0.65880 -1.92810 1.13747  1.1111
H 3.76646 1.48234 -1.20863  0.3181
C 1.44443 -1.14555 -4.65183  -0.9473
H 1.16216 -0.92753 -5.69142  0.3905
C -1.32741 -3.55273 1.51071  -1.3632
H 0.88487 4.47276 0.42422  0.6590
H 3.02855 2.34071 2.37455  0.2591
H 0.75411 4.13700 -2.13258  0.4137
C -3.29068 -0.76758 1.28119  0.5299
C 0.55709 3.42225 0.40894  -1.4437
H -3.63212 -1.68964 -1.98143  0.3062
C 1.19220 -0.38334 4.50591  -1.6060
C 2.25902 3.06173 2.64917  -1.3674
C 1.11159 0.78231 -3.10488  0.9801
C -4.98376 -2.48420 1.05809  -0.4933
H 3.32132 -0.97775 0.97152  0.3479
C -1.70710 -0.27742 -4.48514  -0.6818
H -1.39589 1.76046 -5.03841  0.4772
H 2.15604 3.29356 -2.86980  0.3775
H -2.41643 -0.02057 -0.54740  0.5054
H -0.48099 3.39935 0.04221  0.4535
H -2.59851 -0.03329 -3.90404  0.3335
H -2.07819 -0.52907 -5.48054  0.4098
H 2.25090 -1.90293 -4.65861  0.4181
C 0.59479 -0.78961 3.19372  2.3653
Tc 0.08728 0.58869 1.58595  -0.2010
H -0.53697 2.16446 -2.80453  0.3559
H 2.55640 4.04334 2.25225  0.4169
H -1.77083 -2.33215 -3.66549  0.4438
H 0.30595 -2.39947 -0.92274  0.3556
C -0.46045 -2.39429 1.87568  1.4637
C 1.41462 -0.99779 1.97921  -0.0172
H -0.22742 3.88753 3.91482  0.4217
H 0.42969 -0.40732 5.29286  0.5490
H -0.72315 -4.38824 1.11006  0.4083
H 3.72393 1.78321 0.54672  0.2771
H -1.86523 -3.05939 4.09068  0.3420

Forces on atoms 1 to 2 (eV/Å):
0.18 -0.13 -0.21
-0.19 0.50 -0.12

ORCA calculation (ωB97M-V/def2-TZVPD) on a structure of composition C50H47BiF6IN3OS2Sb3 at a distorted geometry.

highest occupied orbital energy (spin up / spin down)	-7.59 / -8.11	eV
net charge	0
multiplicity	2
LUMO level (spin up / spin down)	-0.041 / -0.041	Ha
energy relative to the best compared isomer or geometry (same formula, charge and spin)	65.4	kJ/mol
gap between HOMO and LUMO (spin up / spin down)	0.2376 / 0.2566	Ha

Each line ends with the Mulliken charge.
Element x y z (Å)
F -2.73147 5.85307 0.33471  -0.5420
C 5.21865 -1.19332 -1.05849  -0.0706
H -6.56590 2.38683 3.58369  0.3109
C -2.59455 -3.41467 -5.00078  -0.7659
C -1.79816 2.94243 5.48081  -0.9351
C -1.05758 -3.16969 3.05989  -0.6590
H 0.08792 -3.96469 1.44929  0.2876
H 2.65864 5.07095 -3.90931  0.3880
C -0.68998 -1.52912 -5.78555  -0.7610
H 4.60317 -5.54348 -2.39007  0.3292
H 4.59061 4.50297 -2.49876  0.4218
C 2.35645 1.09356 -0.37285  -0.4745
H 3.92758 -3.97704 -0.50744  0.2564
H -2.48886 0.89812 2.87841  0.1308
H 6.35430 -1.58464 0.78339  0.4893
H -4.65474 -0.29500 -3.04105  0.4707
C -2.06548 -2.27760 3.48686  -0.6386
I 2.22494 3.29725 1.80660  0.3366
H -6.92617 -1.40694 1.88292  0.5255
O 1.24132 0.46577 -0.27790  -0.9421
C -4.09039 0.36559 -2.40290  -0.0588
H -4.40762 2.84298 2.39344  0.6284
C 1.94426 -3.84373 -3.80286  -0.7860
H 4.65152 2.59822 -1.14075  0.3499
H 3.14846 -3.29253 2.22025  0.0736
H -3.61343 1.21800 0.79177  0.0260
N 3.47170 0.65982 0.27099  -0.0181
F -1.34792 4.32542 -1.62908  -0.5627
C -2.51738 2.05985 4.66319  -1.5599
H 0.31392 2.10908 -1.72587  0.1384
C -6.13294 1.66347 2.86383  -0.5206
C 3.63471 3.98962 -2.35085  -0.7832
C 0.14151 2.83697 3.98802  0.2648
C 2.01592 4.26754 4.51148  -0.6402
H 5.95411 0.13445 0.51154  0.3418
H -7.71627 0.36987 3.34040  0.4945
C 0.23348 4.10466 6.08472  -0.8754
H -0.21430 4.24336 7.07632  0.3263
C 4.73080 -1.87680 2.58773  -1.1763
Sb 0.32328 -1.38017 -2.73979  1.3562
H 4.45001 -1.37019 3.50823  0.5497
C 1.45605 4.59705 5.74076  -0.8354
C -0.59013 1.87381 3.21689  0.9230
H -1.92252 -3.10330 -3.01063  0.1726
C -6.84110 0.48529 2.78819  -0.7228
H -0.30923 -3.53562 3.79184  0.3058
H -2.14654 3.32258 6.45756  0.2987
N 4.46078 -1.01315 1.41455  0.2776
C -2.50424 -3.11919 -6.34671  -0.5061
H -2.16475 -1.97517 4.47116  0.5655
C 3.30470 -4.09112 -1.38025  -0.0337
H -4.67963 1.19125 -1.92083  0.2003
H -3.82493 -1.27553 2.87668  0.2870
C -5.24207 -0.23581 1.16520  -0.9376
C 1.51866 -3.12527 -2.68074  0.3134
F -0.99295 2.43742 0.26431  0.2663
Sb -1.86892 4.17931 0.18604  2.2130
C 1.29945 2.53522 -2.02838  0.4120
C -1.77277 -2.78410 -4.06352  -0.4155
C 5.55006 -0.88997 0.40834  -0.6902
C 1.31421 3.63004 -2.92467  -1.1504
H 2.94786 4.74875 4.24716  0.4279
H -3.11115 -3.70391 -7.04310  0.3774
H 5.86385 -1.93284 2.64535  0.5131
C -1.53542 -2.18555 -6.70701  -0.3793
H -2.48701 1.78316 -2.51358  0.5123
C 1.38244 3.43792 3.66521  0.4405
H -3.32650 -4.11056 -4.64539  0.4171
C -1.91290 1.53996 3.51389  -0.1612
C 2.44385 2.13188 -1.37627  1.1386
C 3.38200 -0.25182 1.24933  0.1997
Bi -0.03632 0.39447 1.52667  1.6257
S 4.48996 -0.03286 -4.57088  -0.3639
C -3.07453 1.10703 -3.14278  -1.5785
H 4.66466 -3.75473 1.66475  0.2962
C 3.02477 -4.71566 -3.69712  -0.6150
H 4.34784 -3.77423 3.36415  0.4903
C -0.83711 -3.36955 1.72091  -0.3177
Sb -4.58532 -1.81148 -0.11450  0.7505
C -3.40126 -0.62031 -1.40477  0.6273
N 1.85152 -0.59930 -3.83973  -1.2659
H 5.94036 -1.95776 -1.44154  0.3129
C 4.20887 -3.27297 2.45932  -0.7708
C 2.16210 -3.28890 -1.45770  -0.7418
C 2.51165 4.32352 -3.11336  -0.6469
H 1.91483 -2.65942 -0.58692  0.4473
F -0.28892 4.84801 0.81512  -0.5692
H -3.49974 1.82042 4.95313  0.6061
C 3.75301 -4.81467 -2.50108  -0.7219
H 5.11778 -0.28627 -1.66760  0.1032
H -1.85626 -3.45103 -0.14847  0.5056
S 2.16426 -0.43830 2.57922  -0.4340
C -4.95636 1.89044 2.23609  -0.3088
H 2.01422 5.23007 6.40539  0.3930
H 0.10837 -0.89697 -6.11946  0.5153
H -3.10436 1.18176 -4.18934  0.4511
C -0.46163 3.26150 5.20618  0.7151
C 2.93230 -0.30970 -4.22719  0.6315
H 4.24178 -1.65680 -1.06812  -0.4762
C -3.04648 -1.94882 2.58542  -0.1901
H 1.54425 -3.67121 -4.74650  0.5523
C -0.82654 -1.86423 -4.43490  0.9495
C -6.37369 -0.51957 1.96348  -0.5552
C -4.55301 1.00274 1.29964  0.8397
H 3.23683 -5.25545 -4.62441  0.3763
C -2.94063 -2.32848 1.28404  0.1429
C 3.65097 2.81861 -1.58154  -0.2878
F -3.40915 3.39958 -0.57682  -0.5648
H -1.45449 -1.96267 -7.78264  0.3506
C -1.84681 -3.06769 0.85077  -0.4462
F -2.60064 3.73935 1.92498  -0.5291
H 0.37516 3.94432 -3.40610  0.4328
H -2.65131 -0.09634 -0.74163  -0.6452
H -2.80619 -1.27741 -2.03970  -0.2416

Forces on atoms 1 to 2 (eV/Å):
0.34 -0.22 -0.25
0.03 -0.49 0.46